Molecular formula: C30H73AsF6NO18P3S3
Method: DFT, ωB97M-V/def2-TZVPD

Its energy relative to the best compared isomer or geometry (same formula, charge and spin) is 1123.0 kJ/mol. The calculation puts the HOMO-LUMO gap at 7.51 eV. The HOMO energy comes out at -0.36121 Ha. The calculation puts the largest force on an atom at 0.1362 Eh/bohr. The total charge is 0.

CARTESIAN COORDINATES (ANGSTROEM)
N1 -24.357 20.470 -1.045
H1 -23.861 20.579 -1.918
H2 -25.316 20.172 -1.158
H3 -24.270 21.202 -0.355
H4 -23.938 19.677 -0.580
As1 -23.189 14.883 2.361
F1 -22.037 15.590 3.521
F2 -22.192 15.576 1.001
F3 -24.332 14.178 1.129
F4 -24.213 14.273 3.641
F5 -24.241 16.300 2.265
F6 -22.213 13.349 2.454
C1 -29.151 8.592 -2.317
C2 -27.844 9.245 -1.943
C3 -26.889 9.299 -3.229
S1 -27.957 9.199 -4.687
O1 -27.934 7.820 -5.290
O2 -27.920 10.392 -5.539
C4 -29.535 9.284 -3.692
H5 -29.868 8.511 -1.500
H6 -28.925 7.538 -2.479
H7 -27.327 8.594 -1.238
H8 -27.934 10.159 -1.355
H9 -25.989 8.691 -3.327
H10 -26.516 10.302 -3.434
H11 -30.387 9.111 -4.350
H12 -29.660 10.352 -3.516
C5 -17.787 20.930 9.429
C6 -17.282 20.572 8.050
C7 -18.089 19.295 7.796
S2 -18.369 18.399 9.474
O3 -17.379 17.328 9.610
O4 -19.806 18.300 9.668
C8 -17.568 19.847 10.360
H13 -18.799 21.310 9.283
H14 -17.172 21.724 9.852
H15 -16.232 20.335 8.224
H16 -17.473 21.314 7.275
H17 -17.496 18.641 7.157
H18 -18.925 19.655 7.196
H19 -16.517 19.693 10.603
H20 -17.939 19.945 11.381
C9 -21.403 7.982 8.264
C10 -20.719 6.605 8.361
C11 -19.966 6.259 7.085
S3 -20.695 7.298 5.776
O5 -22.021 6.742 5.243
O6 -19.676 7.690 4.791
C12 -20.936 8.655 6.955
H21 -21.322 8.583 9.170
H22 -22.463 7.779 8.114
H23 -21.394 5.798 8.648
H24 -20.115 6.565 9.268
H25 -19.952 5.213 6.780
H26 -18.928 6.593 7.058
H27 -21.568 9.309 6.353
H28 -19.973 9.162 7.008
C13 -24.742 28.274 3.142
C14 -23.273 27.795 3.344
O7 -22.799 27.107 2.208
P1 -22.838 25.453 2.220
O8 -24.183 24.782 2.129
O9 -22.042 25.071 3.611
C15 -22.671 24.211 4.687
C16 -22.687 22.811 4.245
O10 -21.849 24.930 1.048
C17 -20.702 25.453 0.689
C18 -19.726 25.790 1.774
H29 -25.385 27.400 3.039
H30 -24.937 28.922 3.997
H31 -24.800 28.943 2.283
H32 -22.663 28.684 3.504
H33 -23.252 27.297 4.314
H34 -22.013 24.270 5.554
H35 -23.676 24.590 4.876
H36 -23.545 22.618 3.600
H37 -21.740 22.705 3.717
H38 -22.726 22.105 5.074
H39 -20.310 24.706 -0.001
H40 -20.972 26.336 0.109
H41 -19.480 24.933 2.401
H42 -18.804 26.124 1.298
H43 -20.149 26.454 2.528
C19 -16.004 12.851 1.048
C20 -16.297 13.490 -0.199
O11 -15.427 12.983 -1.160
P2 -16.116 12.447 -2.518
O12 -16.511 13.606 -3.376
O13 -15.021 11.490 -3.310
C21 -14.095 12.150 -4.148
C22 -13.202 11.140 -4.873
O14 -17.308 11.470 -2.203
C23 -17.208 10.425 -1.234
C24 -17.363 9.046 -1.835
H44 -16.421 13.447 1.860
H45 -16.590 11.933 1.081
H46 -14.981 12.678 1.382
H47 -17.341 13.378 -0.490
H48 -16.113 14.545 0.007
H49 -14.697 12.578 -4.949
H50 -13.406 12.889 -3.740
H51 -13.904 10.512 -5.422
H52 -12.505 11.524 -5.618
H53 -12.810 10.378 -4.200
H54 -16.261 10.467 -0.696
H55 -17.825 10.588 -0.350
H56 -17.991 9.017 -2.726
H57 -16.337 8.807 -2.116
H58 -17.555 8.246 -1.121
C25 -27.902 11.056 7.519
C26 -28.259 10.608 6.140
O15 -29.523 9.934 6.200
P3 -29.693 8.406 6.733
O16 -30.938 7.767 6.180
O17 -28.338 7.636 6.232
C27 -28.208 7.207 4.870
C28 -28.278 5.702 4.710
O18 -29.545 8.252 8.325
C29 -29.125 7.254 9.164
C30 -27.656 7.053 8.888
H59 -28.345 10.512 8.353
H60 -26.816 11.072 7.604
H61 -28.190 12.053 7.853
H62 -28.391 11.585 5.674
H63 -27.494 10.011 5.643
H64 -28.891 7.660 4.151
H65 -27.186 7.446 4.576
H66 -29.198 5.157 4.923
H67 -28.123 5.645 3.633
H68 -27.443 5.190 5.189
H69 -29.324 7.203 10.235
H70 -29.566 6.308 8.848
H71 -27.575 6.352 8.058
H72 -27.378 8.078 8.641
H73 -26.968 6.986 9.731

These are the Mulliken partial charges, in e, on atoms 1 to 6: number 1, N, carries -0.4749; number 2, H, carries 0.3809; number 3, H, carries 0.3833; number 4, H, carries 0.3351; number 5, H, carries 0.3756; number 6, As, carries 2.0102